Entry from the Open Molecules 2025 dataset: one molecule with the formula C20H17F2N5O3S2 (ωB97M-V/def2-TZVPD).

Positions of all 49 atoms, in Å:
C 1.775 5.398 -4.279
C 2.351 5.622 -2.890
N 1.267 5.798 -1.890
C 0.500 7.072 -1.965
S 1.762 5.234 -0.331
O 3.070 5.778 0.010
O 0.773 5.505 0.718
N 1.966 3.573 -0.586
C 0.855 2.708 -0.563
C -0.323 2.993 -1.234
C -1.382 2.109 -1.209
C -1.237 0.848 -0.602
F -2.311 -0.013 -0.625
C -0.061 0.525 0.053
C 0.028 -0.807 0.667
O -0.075 -1.727 -0.115
C 0.157 -1.084 2.114
C 0.288 -0.118 3.086
N 0.372 -0.677 4.354
C 0.312 -1.988 4.216
N 0.362 -2.994 5.191
C 0.266 -4.319 4.859
C 0.143 -4.745 3.579
C 0.082 -6.222 3.292
C -0.111 -6.812 2.056
N -0.230 -8.202 2.078
C -0.194 -8.723 3.282
S 0.134 -7.509 4.522
C 0.130 -3.708 2.505
C 0.143 -2.368 2.827
C 0.978 1.472 0.104
F 2.164 1.168 0.702
H 2.527 5.039 -5.005
H 1.347 6.303 -4.683
H 0.938 4.678 -4.194
H 2.970 4.743 -2.645
H 3.043 6.470 -2.940
H 0.219 7.278 -2.984
H 1.073 7.951 -1.627
H -0.452 6.994 -1.377
H 2.698 3.253 0.024
H -0.411 3.964 -1.680
H -2.305 2.311 -1.715
H 0.346 0.959 2.927
H 0.105 -2.696 6.145
H 0.284 -5.035 5.669
H -0.258 -6.232 1.163
H -0.208 -9.804 3.450
H 0.059 -4.031 1.476

Atomic forces in eV per Å
C -0.589 -0.584 -0.029
C 0.382 -0.212 -0.404
N 0.400 -0.804 1.101
C -0.237 -0.215 1.365
S 0.225 2.228 1.734
O -0.830 -1.188 -1.079
O 0.352 -0.692 -2.469
N -0.271 1.155 -0.204
C 0.236 -1.046 0.443
C -0.151 -0.098 0.623
C 0.077 -1.387 0.109
C -0.722 1.052 -0.488
F 1.343 0.873 0.131
C 0.479 1.114 0.807
C 0.184 -1.961 0.890
O 0.009 -0.842 -0.416
C -0.129 0.524 -0.550
C 0.008 -1.361 0.722
N 0.154 0.340 0.971
C -0.307 -0.198 -0.544
N -0.800 1.430 -0.235
C -0.164 0.550 0.265
C 0.457 0.435 -1.521
C -0.167 -0.288 -0.491
C -0.091 -0.703 2.087
N -0.321 0.030 0.391
C 0.795 1.802 -1.174
S -0.345 0.326 -1.002
C -0.379 -0.879 1.118
C 0.652 -0.634 -0.389
C -0.766 0.311 -0.898
F -0.702 0.160 -0.186
H -0.306 0.079 0.498
H -0.079 0.373 -0.173
H 0.522 0.100 -0.256
H -0.451 0.349 0.272
H -0.147 0.108 0.430
H -0.003 -0.334 -0.484
H -0.063 -0.362 0.125
H 1.031 -0.012 -0.390
H 0.517 0.100 0.147
H -0.135 0.165 -0.343
H -0.292 0.216 -0.104
H -0.064 -0.342 0.254
H 0.695 -0.294 -0.675
H -0.033 0.242 0.211
H 0.107 -0.283 -0.330
H -0.071 0.560 0.189
H -0.009 0.098 -0.046

Summary:
- E_LUMO: -0.5 eV
- Strongest force on any atom: 2.8 eV/A
- SMILES: CCN(C)S(=O)(=O)Nc1ccc(F)c(C(=O)c2cnc3[nH]cc(-c4cncs4)cc2-3)c1F
- HOMO level: -8.51 eV
- E_tot: -2267.88633 Eh
- ΔE to the lowest compared entry with this formula, charge and spin: 0.0 kcal per mole

Entry from the Open Molecules 2025 dataset: one molecule with the formula C20H17F6N3O2 (ωB97M-V/def2-TZVPD).

Positions of all 48 atoms, in Å:
C -5.358 0.676 -0.799
C -6.010 0.904 0.558
O -5.558 -0.016 1.554
C -4.271 0.131 1.949
C -3.086 -0.479 1.528
C -2.732 -1.436 0.563
C -1.417 -1.785 0.449
C -0.423 -1.219 1.288
C 1.008 -1.603 1.165
O 1.779 -1.619 2.104
N 1.414 -1.932 -0.096
C 2.794 -2.229 -0.377
C 3.515 -1.113 -1.086
C 4.590 -1.389 -1.921
C 5.264 -0.357 -2.557
C 6.405 -0.680 -3.484
F 7.076 -1.779 -3.112
F 5.973 -0.912 -4.739
F 7.301 0.311 -3.571
C 4.873 0.964 -2.390
C 3.797 1.231 -1.557
C 3.349 2.650 -1.330
F 3.775 3.491 -2.280
F 3.792 3.139 -0.160
F 2.010 2.755 -1.298
C 3.127 0.208 -0.903
C -0.748 -0.308 2.265
C -2.088 0.082 2.391
N -2.639 0.949 3.246
N -3.933 0.960 2.963
C -4.831 1.780 3.727
H -5.538 -0.343 -1.133
H -5.780 1.365 -1.525
H -4.284 0.841 -0.741
H -5.832 1.935 0.892
H -7.086 0.729 0.502
H -3.489 -1.885 -0.062
H -1.132 -2.541 -0.268
H 0.793 -1.787 -0.876
H 2.872 -3.154 -0.957
H 3.265 -2.388 0.603
H 4.911 -2.409 -2.071
H 5.395 1.763 -2.894
H 2.301 0.443 -0.247
H 0.011 0.097 2.915
H -4.823 2.807 3.354
H -5.836 1.369 3.653
H -4.499 1.784 4.764

Atomic forces in eV per Å
C -0.054 -0.047 0.416
C -0.113 0.238 -0.468
O 0.373 -0.236 0.307
C 0.049 0.091 -0.051
C 0.034 0.318 0.422
C 0.061 -0.127 -0.192
C -0.320 -0.069 -0.204
C -0.179 0.436 0.619
C 0.081 -0.115 -0.188
O 0.072 0.146 0.257
N -0.026 -0.103 -0.255
C 0.151 -0.207 0.302
C 0.009 0.180 -0.129
C -0.020 0.213 0.030
C 0.127 0.025 0.000
C 0.025 -0.095 -0.213
F -0.015 -0.176 0.209
F -0.170 0.009 -0.096
F 0.026 0.265 0.110
C -0.097 -0.137 0.111
C 0.020 0.076 -0.073
C -0.105 0.171 0.079
F 0.188 -0.026 -0.233
F 0.123 -0.077 0.178
F -0.162 -0.159 0.002
C 0.173 -0.019 -0.093
C 0.421 -0.271 -0.229
C -1.101 -0.118 -0.420
N 0.708 0.377 0.566
N -0.105 -0.639 -0.615
C -0.267 0.337 0.236
H -0.025 -0.090 -0.070
H -0.028 0.079 -0.095
H 0.069 0.030 -0.052
H -0.059 -0.123 0.042
H 0.105 0.099 0.025
H -0.027 -0.091 -0.090
H -0.010 -0.067 -0.054
H -0.042 0.040 0.115
H 0.034 0.080 0.071
H -0.058 -0.087 -0.245
H 0.022 -0.114 -0.027
H 0.020 0.045 -0.032
H -0.086 0.015 0.024
H 0.137 0.015 0.067
H -0.012 -0.074 0.011
H 0.073 0.029 0.001
H -0.021 -0.045 -0.077

Summary:
- E_LUMO: 0.3 eV
- Strongest force on any atom: 1.2 eV/A
- SMILES: CCOc1c2ccc(C(=O)NCc3cc(C(F)(F)F)cc(C(F)(F)F)c3)cc2nn1C
- HOMO level: -8.17 eV
- E_tot: -1686.33146 Eh
- ΔE to the lowest compared entry with this formula, charge and spin: 1.6 kcal per mole

Entry from the Open Molecules 2025 dataset: C20H17Fe2O5 as an isolated structure (ωB97M-V/def2-TZVPD).

Positions of all 44 atoms, in Å:
O 0.369 -1.649 -1.281
C 0.590 -0.659 -0.715
Fe 0.796 0.834 0.510
C 2.104 -0.004 1.635
O 2.776 -0.775 2.196
C -0.536 0.001 1.627
C -1.856 -0.107 0.988
C -2.920 0.612 1.398
C 0.706 1.975 -1.100
C 2.026 1.939 -0.500
C 1.897 2.435 0.857
C 0.524 2.793 1.068
C -0.203 2.513 -0.128
H -0.058 -0.987 1.766
H -0.534 0.561 2.578
H -1.955 -0.865 0.206
H -3.884 0.540 0.892
H -2.843 1.334 2.218
H 0.459 1.727 -2.127
H 2.952 1.645 -0.994
H 2.705 2.593 1.563
H 0.111 3.231 1.976
H -1.265 2.698 -0.279
O -8.656 -4.568 -0.190
C -7.859 -4.065 0.494
Fe -6.536 -3.258 1.309
C -5.596 -3.597 -0.123
O -5.082 -3.801 -1.153
C -7.012 -1.693 0.565
O -7.257 -0.693 -0.002
C -4.797 -2.547 2.434
C -5.565 -1.770 3.325
C -6.857 -2.054 3.658
C -7.581 -3.154 3.139
C -7.082 -4.477 3.005
C -5.751 -4.828 2.887
C -4.808 -3.958 2.339
H -3.936 -2.065 1.956
H -5.138 -0.815 3.653
H -7.416 -1.316 4.245
H -8.677 -3.078 3.152
H -7.812 -5.291 3.065
H -5.469 -5.896 3.010
H -3.911 -4.419 1.911

Atomic forces in eV per Å
O 0.746 2.937 1.215
C -0.688 -1.986 0.264
Fe 1.557 -3.438 -0.186
C 0.731 -3.186 0.670
O -1.882 3.007 -1.569
C -0.343 -0.836 0.874
C -0.490 0.210 1.245
C -0.040 -0.316 -0.457
C 0.626 1.477 0.250
C 0.451 1.483 -0.620
C -0.158 1.305 -1.225
C 0.283 0.101 -0.208
C 0.188 0.106 -0.273
H -0.784 0.118 0.373
H -0.357 -0.432 -0.264
H -0.109 0.336 -0.063
H 0.151 0.069 0.069
H 0.038 -0.258 -0.302
H 0.045 -0.108 0.284
H -0.376 0.098 0.212
H -0.177 -0.194 -0.105
H 0.138 -0.339 -0.264
H 0.339 -0.260 0.092
O 2.431 1.673 2.625
C -3.634 -2.574 -3.738
Fe 0.322 -2.542 0.480
C 2.507 -1.481 -5.768
O -1.608 0.846 3.972
C -0.906 5.708 -1.669
O 0.913 -4.456 2.275
C 0.633 -1.352 -1.940
C -2.490 1.663 2.493
C 2.427 2.720 1.239
C -1.177 -1.111 -1.404
C -1.459 0.722 1.615
C 0.167 -1.290 -0.844
C 2.050 1.535 1.252
H -0.371 -0.050 0.089
H -0.035 -0.505 0.102
H 0.324 -0.433 0.039
H 0.536 -0.056 0.016
H 0.275 0.219 -0.207
H -0.356 0.749 -0.589
H -0.437 0.120 -0.050

Summary:
- E_LUMO: -4.6 eV
- Strongest force on any atom: 6.5 eV/A
- Charge: +1
- HOMO level: -10.10 eV
- E_tot: -3675.50456 Eh
- ΔE to the lowest compared entry with this formula, charge and spin: 21.1 kcal per mole

Entry from the Open Molecules 2025 dataset: one molecule with the formula C20H17N3OS2 (ωB97M-V/def2-TZVPD).

Positions of all 43 atoms, in Å:
C -5.587 -0.900 -1.462
C -4.306 -1.113 -0.715
C -3.405 -2.095 -1.112
C -2.233 -2.304 -0.412
C -1.933 -1.538 0.708
C -0.653 -1.754 1.447
S 0.798 -1.444 0.371
C 0.645 0.283 0.149
N -0.210 0.912 0.884
C -0.328 2.247 0.689
C -1.209 3.117 1.379
C -1.084 4.398 0.953
S 0.093 4.609 -0.288
C 0.446 2.919 -0.251
C 1.413 2.243 -1.061
O 2.149 2.729 -1.895
N 1.447 0.855 -0.791
C 2.397 0.058 -1.542
C 3.543 -0.429 -0.694
C 4.113 0.373 0.289
C 5.167 -0.135 1.028
C 5.618 -1.418 0.755
C 4.988 -2.129 -0.254
N 3.977 -1.653 -0.957
C -2.827 -0.555 1.107
C -4.000 -0.349 0.404
H -5.892 0.143 -1.418
H -5.483 -1.195 -2.503
H -6.380 -1.502 -1.017
H -3.624 -2.698 -1.981
H -1.535 -3.062 -0.739
H -0.531 -2.795 1.751
H -0.564 -1.094 2.307
H -1.889 2.789 2.143
H -1.625 5.257 1.299
H 1.898 -0.804 -1.991
H 2.780 0.712 -2.334
H 3.743 1.372 0.464
H 5.632 0.460 1.800
H 6.436 -1.851 1.308
H 5.302 -3.132 -0.515
H -2.600 0.051 1.970
H -4.687 0.421 0.726

Atomic forces in eV per Å
C -0.038 -0.051 0.051
C 0.049 0.044 -0.005
C -0.025 0.021 0.000
C -0.020 0.038 0.140
C -0.192 -0.041 -0.013
C 0.414 0.295 -0.244
S 0.096 -0.551 0.143
C -0.485 -0.024 0.513
N -0.016 -0.338 0.269
C 0.672 0.474 -0.795
C -0.068 0.176 0.020
C 0.261 -0.033 -0.254
S -0.049 -0.338 0.133
C -0.396 0.275 0.326
C -0.108 -0.073 0.078
O 0.123 0.235 -0.114
N -0.030 0.282 -0.110
C 0.228 -0.141 -0.401
C 0.130 0.187 0.192
C 0.033 -0.086 -0.053
C -0.050 -0.037 -0.073
C -0.043 0.047 -0.011
C 0.312 -0.096 0.207
N -0.330 -0.050 -0.391
C -0.029 -0.169 0.009
C -0.045 -0.051 -0.047
H -0.061 0.054 -0.044
H -0.048 0.011 -0.078
H -0.101 -0.002 -0.038
H -0.032 -0.055 -0.098
H 0.062 -0.078 -0.058
H 0.070 0.035 0.026
H -0.050 -0.123 0.042
H -0.146 -0.047 0.165
H -0.134 0.152 0.097
H 0.065 0.121 0.029
H -0.135 -0.196 0.134
H -0.048 0.087 0.019
H 0.030 0.035 0.046
H 0.059 -0.066 0.032
H 0.099 -0.081 0.059
H 0.055 0.067 0.077
H -0.076 0.093 0.021

Summary:
- E_LUMO: 0.5 eV
- Strongest force on any atom: 1.1 eV/A
- SMILES: Cc1ccc(CSc2nc3ccsc3c(=O)n2Cc2ccccn2)cc1
- HOMO level: -8.28 eV
- E_tot: -1808.26342 Eh
- ΔE to the lowest compared entry with this formula, charge and spin: 7.4 kcal per mole

Entry from the Open Molecules 2025 dataset: a 2-piece molecular cluster, C20H17N3S overall (ωB97M-V/def2-TZVPD).

Positions of all 41 atoms, in Å:
S -1.032 1.212 3.133
C -2.481 1.961 3.014
N -3.539 2.497 2.954
C -4.716 1.095 -1.596
N -3.393 0.678 -1.178
C -2.644 1.303 -0.229
C -1.385 0.685 -0.130
C -0.362 1.098 0.762
C 0.809 0.307 0.984
C 0.926 -1.082 1.114
N 2.230 -1.418 1.353
C 2.741 -2.771 1.447
C 3.003 -0.251 1.419
C 2.135 0.851 1.205
C 2.658 2.129 1.076
C 4.054 2.278 1.087
C 4.906 1.172 1.249
C 4.381 -0.119 1.432
C -1.371 -0.379 -1.143
C -2.661 -0.368 -1.742
C -3.020 -1.150 -2.825
C -2.054 -2.030 -3.333
C -0.773 -2.075 -2.762
C -0.414 -1.222 -1.700
H -5.081 0.409 -2.366
H -5.403 1.088 -0.739
H -4.680 2.115 -2.008
H -3.034 2.142 0.338
H -0.266 2.181 0.908
H 0.141 -1.826 1.055
H 3.824 -2.715 1.572
H 2.304 -3.298 2.306
H 2.508 -3.341 0.536
H 1.972 2.968 0.946
H 4.480 3.273 0.963
H 5.986 1.313 1.229
H 5.012 -0.993 1.561
H -4.020 -1.060 -3.245
H -2.310 -2.676 -4.173
H -0.038 -2.782 -3.149
H 0.606 -1.200 -1.325

Atomic forces in eV per Å
S 0.831 -0.595 -0.535
C -3.311 1.663 0.004
N 2.426 -1.242 -0.122
C -0.232 0.220 0.123
N 0.339 0.004 0.477
C 0.638 -0.635 -0.521
C -1.246 -0.083 -0.401
C 0.009 0.635 0.774
C 0.757 -0.690 0.369
C 0.350 1.162 -0.065
N -0.392 0.446 0.140
C -0.073 -0.206 0.057
C -0.678 -0.066 -0.724
C -0.002 -0.871 -0.098
C 0.699 0.209 0.034
C -0.602 0.093 0.089
C -0.386 -0.584 0.186
C 0.412 0.681 0.013
C -0.759 0.264 0.092
C 0.336 0.796 0.136
C 0.399 -0.521 -0.259
C -0.463 0.274 0.392
C 0.143 0.439 0.426
C 0.003 -0.657 -0.506
H 0.014 0.252 0.260
H 0.152 -0.050 -0.274
H -0.023 -0.342 0.062
H 0.034 -0.216 -0.052
H 0.122 -0.575 -0.125
H 0.198 0.034 0.033
H -0.248 -0.169 -0.028
H 0.159 0.171 -0.165
H 0.133 0.204 0.218
H 0.401 -0.076 -0.041
H -0.068 -0.275 0.037
H -0.267 -0.024 0.042
H 0.110 0.258 -0.064
H 0.333 -0.206 -0.102
H 0.121 0.142 0.234
H -0.160 0.308 0.032
H -0.208 -0.171 -0.151

Summary:
- E_LUMO: -0.8 eV
- Strongest force on any atom: 3.7 eV/A
- HOMO level: -7.66 eV
- E_tot: -1334.75235 Eh
- ΔE to the lowest compared entry with this formula, charge and spin: 0.0 kcal per mole